1.
DFT (ωB97M-V/def2-TZVPD) results for C41H117BN10O12V as an isolated structure at a distorted geometry.

Structure (XYZ):
```
182
Properties=species:S:1:pos:R:3
V 2.59 -2.07 -0.30
O -3.18 -4.20 0.71
O -1.00 2.98 -1.58
O 4.61 -2.85 0.24
O -0.90 -0.77 -5.54
O -8.18 2.51 -1.42
O 1.86 -3.78 1.31
O 4.69 1.98 -2.13
O 2.69 -1.06 0.95
O 0.84 -0.92 6.33
O 3.24 6.93 0.34
O 6.78 1.27 2.61
O -2.49 0.51 1.80
N 3.40 -0.41 -1.69
N 0.70 -2.64 -3.88
N 0.99 0.44 -3.41
N -5.58 -0.21 3.81
N -1.62 -1.96 7.65
N 1.05 4.02 0.21
N -2.82 -0.81 -0.88
N 2.39 -3.88 -1.70
N -5.06 0.81 -2.52
N 3.61 1.76 0.56
C -0.69 1.67 -2.22
C -4.70 0.45 2.85
C 4.62 2.00 1.61
C -1.03 -2.43 6.38
C 3.91 7.89 1.21
C -2.43 3.11 -1.30
C 5.65 0.86 1.78
C -4.13 -2.74 -1.65
C 1.53 -4.78 -0.91
C -2.51 -2.98 0.31
C -1.09 0.50 1.98
C -2.35 -5.03 1.48
C 4.44 3.30 -2.61
C 0.75 1.79 -2.87
C -9.21 3.35 -1.95
C -0.51 -2.95 -4.50
C -1.81 0.18 -5.96
C 0.02 6.23 -0.08
C 5.62 -3.31 1.11
C 4.74 0.96 -3.14
C -4.81 1.97 3.09
C -0.35 -1.25 5.66
C -2.21 -2.99 5.54
C -5.51 2.03 -0.54
C -7.29 1.89 -2.35
C 4.61 -1.59 -3.34
C 3.96 2.44 2.92
C 2.22 -3.82 2.73
C -6.11 1.23 -1.64
C 1.58 -6.09 -1.67
C 0.75 2.84 -4.00
C 4.66 -0.39 -2.42
C 1.20 0.49 6.22
C -3.46 -2.03 -0.43
C 1.94 -5.02 0.55
C -1.38 -1.68 -4.54
C 7.60 0.22 3.16
C 1.35 5.44 -0.03
C 2.41 5.93 0.99
C -1.20 -4.06 -3.72
C -3.20 0.01 2.96
B 0.47 -1.47 -0.87
H -3.51 -2.53 -2.52
H -2.84 -5.99 1.62
H -0.58 0.59 1.02
H 0.13 7.23 -0.50
H 0.48 -2.30 -2.95
H 1.46 2.02 -2.07
H -2.78 -0.13 -0.14
H -5.00 2.96 -0.82
H -2.73 -3.83 6.01
H 8.06 -0.42 2.42
H -2.10 -2.50 1.21
H -0.07 -1.51 4.64
H -6.40 0.26 -1.22
H -4.22 -1.64 0.25
H -1.07 -0.44 5.58
H 4.35 4.00 -1.79
H -6.58 -0.09 3.73
H 3.25 -4.38 -1.87
H 1.89 6.23 1.90
H 6.01 0.52 0.81
H -9.86 3.62 -1.11
H 4.36 7.36 2.05
H -0.69 5.79 -0.78
H -1.35 -1.15 -3.58
H 0.80 -0.53 -0.45
H 1.14 -1.75 -1.67
H 0.65 -0.29 -2.79
H -0.38 -3.25 6.69
H -1.69 -3.20 -0.38
H 0.38 3.80 -3.64
H 1.69 3.07 -4.49
H 3.51 3.40 -3.17
H -1.87 -3.41 4.59
H -5.31 0.17 -3.26
H -0.63 0.87 -1.48
H -5.84 2.31 3.08
H -2.44 -1.88 -4.70
H 6.34 -3.99 0.66
H 2.99 2.56 0.48
H -0.49 6.24 0.88
H -2.09 -4.61 2.45
H 5.49 -1.63 -3.98
H 1.42 -5.85 1.02
H -0.83 -0.48 2.36
H 4.75 2.67 3.64
H -0.22 -3.35 -5.48
H 5.60 1.13 -3.79
H 4.09 1.93 -0.31
H 3.34 3.27 2.59
H 3.88 0.98 -3.80
H 2.97 -5.33 0.40
H 3.06 5.12 1.30
H -8.94 4.33 -2.33
H 8.39 0.68 3.76
H 5.12 2.87 1.20
H -1.87 -1.06 -1.12
H -1.43 1.23 -2.88
H -3.06 2.73 -2.10
H 5.15 3.74 -3.31
H -7.68 1.10 -2.98
H -1.19 -3.90 -2.64
H 2.83 -0.13 -2.48
H -4.32 -3.80 -1.52
H -6.99 2.72 -2.98
H -0.81 -1.70 8.20
H -3.15 -1.08 2.96
H 2.05 -2.85 3.19
H -4.74 1.48 0.00
H -2.88 -2.17 5.29
H -4.51 2.21 4.11
H 1.54 0.75 5.21
H -5.52 -1.20 3.62
H 0.49 -2.20 -0.08
H -5.02 0.13 1.86
H -2.78 4.12 -1.07
H 1.47 -4.46 3.19
H 3.76 -1.66 -4.01
H -2.72 -0.30 -6.32
H 3.14 8.60 1.52
H 1.12 -6.12 -2.65
H 5.19 -0.04 2.20
H 1.09 -1.85 -4.36
H 3.43 0.44 -1.14
H 5.22 -3.77 2.01
H 0.53 -4.35 -0.98
H 2.62 -6.43 -1.62
H -0.86 1.33 2.66
H -4.11 2.49 2.43
H 0.45 0.19 -4.22
H 1.05 -6.84 -1.08
H 0.35 1.10 6.51
H 2.03 -3.85 -2.64
H -5.03 -2.13 -1.78
H 0.31 3.75 -0.42
H -1.39 -5.13 0.97
H -2.74 0.41 3.86
H -4.40 0.29 -1.95
H -2.21 -4.26 -4.07
H 2.01 0.74 6.90
H -0.67 -4.98 -3.97
H -2.07 0.81 -5.11
H 3.17 -4.26 3.03
H -2.64 2.43 -0.47
H 1.87 5.54 -0.98
H -0.47 -1.32 -1.37
H -9.85 2.97 -2.75
H -1.34 0.76 -6.76
H 5.51 -0.52 -1.76
H 3.30 1.67 3.32
H 4.70 8.45 0.72
H 0.55 4.01 1.09
H -2.09 -2.69 8.16
H 7.00 -0.37 3.85
H -6.18 2.31 0.27
H 4.65 -2.46 -2.68
H 6.28 -2.48 1.38
H 0.11 2.50 -4.81
```

The total energy comes out at -4051.24878 hartree. For the HOMO energy (alpha / beta), the calculation gives -0.281 / -0.281 Eh. As for the multiplicity: 2. For the molar mass, the calculation gives 1004.201 g/mol.

---

2.
DFT (ωB97M-V/def2-TZVPD) results for C41H20F3N8W as an isolated structure at a distorted geometry.

Structure (XYZ):
```
73
Properties=species:S:1:pos:R:3
W -10.78 -4.69 -17.74
F -18.98 -9.00 -17.02
F -18.15 -10.22 -15.21
F -17.61 -10.83 -17.29
N -11.30 -4.33 -21.06
N -9.32 -5.79 -16.77
N -10.35 -3.13 -16.37
N -8.94 -4.32 -14.81
N -11.40 -1.24 -17.51
N -11.25 -3.09 -18.98
N -8.96 -7.65 -18.33
N -10.20 -5.72 -19.35
C -12.89 -1.79 -22.01
C -15.55 -7.25 -17.88
C -10.76 -1.81 -16.48
C -11.59 -1.86 -18.66
C -10.46 -1.18 -15.20
C -14.47 -8.26 -15.98
C -10.25 0.47 -13.51
C -12.54 0.23 -20.03
C -8.82 -7.04 -17.02
C -7.02 -6.42 -13.92
C -8.78 -5.49 -15.55
C -6.00 -8.47 -14.86
C -13.36 -6.42 -17.04
C -17.88 -9.74 -16.44
C -7.83 -6.48 -15.06
C -16.62 -8.09 -17.59
C -12.45 -5.65 -17.30
C -6.09 -7.43 -13.91
C -6.86 -8.55 -15.98
C -9.78 -7.91 -23.30
C -9.29 -1.62 -13.09
C -11.58 -3.31 -20.35
C -9.56 -0.40 -12.64
C -7.86 -7.51 -16.04
C -10.57 -5.43 -20.62
C -9.84 -2.06 -14.37
C -10.27 -6.76 -22.85
C -9.58 -7.05 -19.27
C -14.49 -7.32 -16.96
C -8.85 -8.59 -21.22
C -12.35 -2.15 -20.78
C -16.65 -8.96 -16.47
C -10.73 0.11 -14.76
C -12.22 -1.18 -19.77
C -10.13 -6.55 -21.45
C -13.14 0.42 -21.25
C -9.14 -8.90 -22.54
C -9.42 -7.42 -20.66
C -13.36 -0.56 -22.24
C -15.52 -9.10 -15.67
C -9.67 -3.27 -15.11
H -12.52 0.97 -19.19
H -5.28 -9.27 -14.79
H -13.58 -8.33 -15.25
H -8.65 -2.33 -12.55
H -6.74 -9.35 -16.70
H -10.88 -6.18 -23.50
H -12.83 -2.54 -22.82
H -7.01 -5.67 -13.13
H -11.36 0.84 -15.32
H -8.42 -9.16 -20.42
H -15.36 -9.73 -14.79
H -8.92 -9.87 -23.03
H -13.46 1.52 -21.46
H -9.23 -0.17 -11.63
H -13.69 -0.21 -23.22
H -5.47 -7.45 -12.98
H -17.51 -7.97 -18.24
H -15.59 -6.50 -18.63
H -10.52 1.43 -12.97
H -9.83 -8.08 -24.36
```

The total energy comes out at -2378.87908 hartree. For the HOMO energy (alpha / beta), the calculation gives -0.349 / -0.348 Eh. As for the multiplicity: 3. For the molar mass, the calculation gives 865.501 g/mol. Its charge is +1.